# C15H22N2O4

A 2-piece molecular cluster, C15H22N2O4 overall (ωB97M-V with the def2-TZVPD basis set, the OMol25 dataset).

Properties
HOMO-LUMO gap = 0.2658 Eh
Multiplicity = 1

CARTESIAN COORDINATES (ANGSTROEM)
C: 0.785 -0.836 -0.061
C: 1.032 0.517 0.837
C: 1.108 -0.729 -1.700
C: 1.248 -2.088 -2.547
C: 2.546 -2.790 -2.454
C: 0.067 -2.482 -3.197
C: 2.635 -3.999 -3.309
C: 0.285 -3.670 -4.019
C: 1.567 -4.339 -4.219
C: -0.067 1.549 3.079
C: -1.481 0.974 3.575
C: -0.261 3.021 2.449
C: -1.252 3.589 1.569
C: -1.339 2.891 0.187
C: -2.414 3.840 2.310
H: -0.716 -2.378 -0.512
H: -1.233 -0.668 0.147
H: 1.688 -1.464 0.220
H: 1.995 -0.280 -1.886
H: 0.433 0.111 -2.108
H: 3.478 -2.516 -1.853
H: -0.824 -1.951 -2.860
H: 3.512 -4.602 -3.460
H: -0.652 -4.137 -4.512
H: 2.248 -6.571 -3.813
H: 0.265 -0.590 2.376
H: 0.577 1.581 3.915
H: 0.893 3.346 2.183
H: -0.491 3.710 3.309
H: -0.892 4.534 1.541
H: -0.330 2.422 0.023
H: -1.830 1.885 0.502
H: -1.851 3.426 -0.686
H: -2.829 4.943 2.176
H: -2.159 3.924 3.427
H: -3.325 3.035 2.351
H: -1.633 0.482 1.659
N: -0.406 -1.466 0.300
N: 0.427 0.305 2.128
O: 1.413 1.774 0.170
O: 1.602 -5.571 -4.724
O: -1.652 0.744 4.904
O: -2.165 0.525 2.581

# C15H22N2O4S

An isolated molecule of C15H22N2O4S (ωB97M-V with the def2-TZVPD basis set, the OMol25 dataset).

Properties
HOMO-LUMO gap = 0.3207 Eh
Multiplicity = 1
SMILES = O=C(O)CCCNc1ccc(S(=O)(=O)N2CCCCC2)cc1

CARTESIAN COORDINATES (ANGSTROEM)
O: 7.154 -0.730 0.389
C: 7.022 0.213 -0.343
O: 8.002 1.098 -0.560
C: 5.785 0.559 -1.135
C: 4.600 -0.336 -0.787
C: 4.070 -0.059 0.628
N: 2.947 -0.893 0.977
C: 1.695 -0.766 0.439
C: 1.264 0.395 -0.217
C: -0.031 0.493 -0.686
C: -0.913 -0.556 -0.514
S: -2.586 -0.448 -1.109
O: -2.751 0.804 -1.802
O: -2.923 -1.650 -1.818
N: -3.418 -0.494 0.352
C: -4.751 -1.057 0.293
C: -5.774 -0.049 -0.228
C: -5.743 1.209 0.636
C: -4.331 1.791 0.634
C: -3.333 0.735 1.111
C: -0.511 -1.713 0.131
C: 0.779 -1.818 0.601
H: 8.798 0.857 -0.059
H: 5.554 1.611 -0.960
H: 6.043 0.456 -2.191
H: 4.913 -1.379 -0.847
H: 3.797 -0.176 -1.508
H: 3.777 0.990 0.721
H: 4.862 -0.255 1.353
H: 3.191 -1.831 1.257
H: 1.938 1.224 -0.361
H: -0.374 1.377 -1.200
H: -4.689 -1.925 -0.364
H: -5.019 -1.387 1.304
H: -5.513 0.208 -1.257
H: -6.769 -0.498 -0.223
H: -6.452 1.946 0.256
H: -6.034 0.955 1.660
H: -4.061 2.085 -0.380
H: -4.273 2.667 1.283
H: -2.308 1.100 1.014
H: -3.518 0.487 2.163
H: -1.219 -2.518 0.242
H: 1.102 -2.719 1.103

Respective ΔE to the lowest compared entry with this formula, charge and spin values: 1413.6 89.0 kJ/mol.